This record from OMol25 describes C29H36N6O2Pd as an isolated structure in a non-equilibrium geometry. The level of theory is the ωB97M-V functional and the def2-TZVPD basis.

```
74
Properties=species:S:1:pos:R:3
Pd 14.41920 9.88376 4.99167
C 21.76869 11.22233 5.10765
C 20.52813 12.18164 4.95947
C 19.93581 12.45928 6.30678
C 20.44906 13.52988 7.00893
C 19.93861 13.83198 8.25344
C 18.87529 13.11148 8.75924
C 18.24585 12.08883 8.03527
C 16.96178 11.44028 8.50208
C 17.13053 10.01590 9.11907
C 18.80341 11.71082 6.80768
N 18.09584 10.81060 6.04607
C 18.28959 9.54109 6.03977
C 17.37756 8.57428 5.40147
C 17.74974 7.18867 5.42210
C 16.70724 6.56705 4.69652
C 15.77547 7.59908 4.47382
N 16.16210 8.77567 4.84699
H 22.16614 10.75731 4.18599
H 21.58961 10.40862 5.84917
H 22.58623 11.82246 5.57128
H 19.71707 11.81050 4.29787
H 20.94722 13.11974 4.58997
H 21.25367 14.12909 6.65022
H 20.26703 14.64376 8.89303
H 18.41038 13.43324 9.66145
H 16.41921 11.25232 7.55966
H 16.44056 12.15307 9.18425
H 17.69588 9.38474 8.49192
H 16.16223 9.54412 9.21879
H 17.62098 10.08402 10.05257
H 19.10877 9.09794 6.63186
H 18.71872 6.80779 5.76420
H 16.54304 5.57856 4.45567
H 14.84076 7.44690 3.85819
C 11.74163 9.02950 6.48223
C 11.63144 10.46490 5.97775
O 12.57223 10.86593 5.28522
C 10.41777 11.25346 6.24532
C 9.52799 10.83710 7.26562
C 8.40160 11.46486 7.64462
C 8.02475 12.65003 6.87835
C 8.82094 13.09140 5.86115
C 10.14748 12.52251 5.56338
O 10.91297 13.08825 4.79965
H 12.25603 8.52260 5.70242
H 10.78275 8.53757 6.81423
H 12.36244 9.04214 7.35522
H 9.73254 9.83633 7.76022
H 7.74990 11.04944 8.38427
H 7.08998 13.16319 7.04058
H 8.56663 14.02828 5.31808
C 15.13126 14.94412 7.73769
N 14.56054 13.61966 7.41403
C 15.30058 13.13921 6.25012
N 15.17017 14.02581 5.10245
C 15.71709 15.30285 5.52528
N 15.03317 15.91001 6.66097
C 13.59728 15.99236 6.30948
N 13.03285 14.73693 5.86716
C 13.15319 13.78508 6.96627
C 13.77107 14.21027 4.73781
H 16.16349 14.81162 7.95173
H 14.59196 15.39889 8.58653
H 14.98381 12.10423 5.95887
H 16.35210 13.14634 6.49372
H 15.70077 16.02809 4.74957
H 16.78479 15.11124 5.72598
H 13.55650 16.81261 5.57960
H 13.04919 16.28867 7.23372
H 12.75927 12.80788 6.51356
H 12.53892 14.06370 7.86505
H 13.68355 14.87020 3.88011
H 13.31055 13.23525 4.44453
```

For the energy above the lowest of the compared OMol25 structures with the same formula, charge and spin, the calculation gives 24.07 kJ/mol. Its spin multiplicity is 1. The LUMO energy is 0.1668 Ha. The net charge is -2. As for the HOMO energy: -0.251 eV.


This record from OMol25 describes C29H37AsF6MnN4O4PS2Sb as an isolated structure. The level of theory is the ωB97M-V functional and the def2-TZVPD basis.

```
86
Properties=species:S:1:pos:R:3
Mn 0.09643 0.80732 2.08135
F 3.52270 -2.56809 2.66628
C 3.98858 -1.38449 2.33977
F 4.82507 -1.46664 1.33234
F 4.52644 -0.78042 3.36308
S 2.49821 -0.36998 1.80971
O 1.36138 -1.24262 1.49179
O 2.10859 0.52197 2.91044
N 2.99571 0.41908 0.54341
S 1.94760 1.35606 -0.11256
O 0.94316 0.56576 -0.89298
O 1.28358 2.28406 0.80213
C 2.97504 2.35538 -1.29733
F 3.76141 1.52005 -1.95320
F 2.13296 2.94419 -2.11977
F 3.66389 3.21831 -0.61110
C -4.86491 2.72714 1.06405
N -4.90251 1.21743 1.41411
C -5.06056 0.42822 0.09530
N -4.01475 0.76460 -0.81164
C -4.01981 2.20480 -1.09633
N -3.82797 2.98587 0.12586
C -2.48577 2.86081 0.68143
P -2.14300 1.09787 1.15475
C -3.67217 0.79027 2.16555
C -2.70264 0.26680 -0.40543
H -4.72542 3.27328 1.99558
H -5.84150 2.96094 0.64290
H -5.72434 1.04162 1.99918
H -6.03090 0.71091 -0.31021
H -5.05881 -0.63049 0.35018
H -4.97562 2.47323 -1.54467
H -3.23020 2.43940 -1.80723
H -2.37591 3.51254 1.54970
H -1.75105 3.18490 -0.05726
H -3.63537 1.34350 3.10368
H -3.76561 -0.27149 2.39719
H -2.73626 -0.81676 -0.26396
H -1.97233 0.46778 -1.19067
C -2.65596 -3.55239 -1.70862
C -2.34761 -2.81586 -2.84814
C -1.14578 -2.12681 -2.91875
C -0.27406 -2.18617 -1.82722
C -0.57611 -2.91226 -0.67158
C -1.78019 -3.59543 -0.62301
Sb 1.59335 -1.37511 -2.12896
C 3.25079 -2.34930 -1.45011
C 3.10911 -3.58492 -0.80169
C 4.24771 -4.32398 -0.54413
C 5.49918 -3.82848 -0.91739
C 5.62699 -2.58638 -1.54218
C 4.50342 -1.83136 -1.80916
C 1.86754 -0.27439 -3.83598
C 2.90215 -0.66296 -4.69232
C 3.03676 -0.01440 -5.90846
C 2.15651 1.00559 -6.25396
C 1.12259 1.38036 -5.39197
C 0.96550 0.73599 -4.18004
H -3.57819 -4.11878 -1.67298
H -3.02538 -2.80224 -3.69156
H -0.88844 -1.58154 -3.81917
H 0.11370 -2.95313 0.16182
H -2.02453 -4.19289 0.24595
H 2.13622 -3.97691 -0.53573
H 4.16565 -5.29150 -0.06738
H 6.38493 -4.41876 -0.72030
H 6.60474 -2.21502 -1.81928
H 4.59872 -0.86122 -2.28133
H 3.58594 -1.46339 -4.43367
H 3.82735 -0.30663 -6.58654
H 2.27047 1.51178 -7.20351
H 0.44382 2.17316 -5.67590
H 0.16865 1.02561 -3.50685
C -1.57360 0.08787 5.38851
As -0.53697 1.42302 4.45079
C 1.04149 1.68032 5.52553
C -1.51866 3.07601 4.65285
H -1.51137 0.29154 6.45660
H -1.17488 -0.90493 5.19227
H -2.61962 0.13302 5.09008
H 0.73553 2.02047 6.51359
H 1.68458 2.42474 5.06119
H 1.57579 0.73737 5.61206
H -1.78652 3.19870 5.70142
H -2.43053 3.08037 4.05759
H -0.88413 3.90809 4.35217
```

For the energy above the lowest of the compared OMol25 structures with the same formula, charge and spin, the calculation gives 151.15 kJ/mol. Its spin multiplicity is 4. The LUMO energy (spin up / spin down) is -0.4360 / -0.4357 Ha. The net charge is +4. As for the HOMO energy (spin up / spin down): -19.258 / -19.258 eV.


This record from OMol25 describes a 8-piece molecular cluster, C29H37BF24O16S overall in a non-equilibrium geometry. The level of theory is the ωB97M-V functional and the def2-TZVPD basis.

```
108
Properties=species:S:1:pos:R:3
B 9.43153 -7.29930 2.55688
S 8.02178 -6.09294 2.21755
O 8.00958 -4.87675 3.08953
O 8.11901 -5.67981 0.78040
C 6.43249 -7.10897 2.35422
F 6.18873 -7.52900 3.65920
F 6.68342 -8.27716 1.59631
F 5.40786 -6.36767 1.79851
H 9.79425 -7.94826 1.62830
H 9.85777 -7.39773 3.64936
C 5.92238 -3.23942 4.31727
C 4.47137 -2.81030 4.40554
O 4.37075 -1.41397 4.73352
C 4.51517 -0.55873 3.70748
O 4.71952 -0.88680 2.57143
C 4.33583 0.87964 4.18803
F 4.99952 1.12865 5.33238
F 3.04184 1.16888 4.42981
F 4.77010 1.78256 3.29345
H 6.45352 -2.98841 5.23868
H 5.99656 -4.31291 4.14786
H 6.43650 -2.72554 3.50314
H 3.97561 -3.35594 5.21076
H 3.92804 -3.03208 3.48381
C 2.75861 1.60511 1.29377
C 1.79291 1.97956 0.18782
O 1.06697 0.82120 -0.26035
C 0.00968 0.46664 0.48711
O -0.34934 1.04235 1.47715
C -0.69211 -0.74126 -0.12865
F 0.17022 -1.69879 -0.51766
F -1.40430 -0.40407 -1.22334
F -1.55186 -1.33041 0.71850
H 3.41761 0.79592 0.97039
H 3.36475 2.46030 1.58028
H 2.22490 1.24821 2.17641
H 2.34844 2.35486 -0.67370
H 1.10822 2.77148 0.49875
C -2.07391 -3.83702 1.88914
C -3.02656 -4.91095 1.40448
O -2.31334 -6.11710 1.08243
C -2.01134 -6.91607 2.12005
O -2.29271 -6.68341 3.26294
C -1.30370 -8.17658 1.62836
F -0.34680 -7.90856 0.72053
F -2.16304 -9.03200 1.03890
F -0.70813 -8.85422 2.62078
H -1.28092 -3.67023 1.15837
H -2.60443 -2.89959 2.05652
H -1.58986 -4.13173 2.82310
H -3.51338 -4.58134 0.48470
H -3.81610 -5.10976 2.13307
C 3.46116 5.76738 6.38849
C 3.81186 6.82575 5.36174
O 4.05012 6.22873 4.07710
C 2.95546 5.94711 3.34948
O 1.82941 6.15805 3.70476
C 3.35519 5.36590 1.99563
F 4.31869 4.43234 2.09983
F 3.83272 6.31259 1.16575
F 2.32452 4.78288 1.35884
H 4.23392 4.99579 6.42362
H 3.35882 6.21182 7.38016
H 2.52340 5.26834 6.13505
H 4.73890 7.32447 5.65048
H 3.03918 7.59519 5.29454
C -3.24523 1.10096 -2.46531
C -4.69706 1.52953 -2.39037
O -4.80010 2.92566 -2.06515
C -4.64649 3.77975 -3.09148
O -4.43242 3.45012 -4.22504
C -4.82916 5.21869 -2.61479
F -4.17523 5.46902 -1.46567
F -6.12486 5.50919 -2.38588
F -4.38743 6.11886 -3.50690
H -2.72409 1.35356 -1.54195
H -3.16944 0.02644 -2.63302
H -2.72453 1.61503 -3.27646
H -5.19944 0.98471 -1.58884
H -5.23244 1.30647 -3.31634
C -4.59138 8.57039 -5.42008
C -4.46159 9.70225 -6.41967
O -3.12578 9.76728 -6.94457
C -2.84561 8.91151 -7.94321
O -3.62435 8.12222 -8.40106
C -1.41593 9.12255 -8.43610
F -0.53585 9.24391 -7.42490
F -1.30548 10.24232 -9.17748
F -0.97989 8.11122 -9.20136
H -3.83852 8.66406 -4.63408
H -5.58257 8.57154 -4.96294
H -4.43318 7.60184 -5.89882
H -4.64720 10.65543 -5.92100
H -5.19172 9.61343 -7.22759
C -4.06964 -8.21552 -2.59715
C -5.52230 -7.78883 -2.52428
O -5.62650 -6.38865 -2.21867
C -5.47742 -5.54783 -3.25758
O -5.26684 -5.89200 -4.38699
C -5.65982 -4.10335 -2.79824
F -4.99992 -3.84163 -1.65369
F -6.95433 -3.81067 -2.56907
F -5.22317 -3.21293 -3.70087
H -3.54455 -7.94900 -1.67661
H -3.99210 -9.29349 -2.74980
H -3.55213 -7.71238 -3.41672
H -6.02140 -8.32285 -1.71357
H -6.05984 -8.02573 -3.44542
```

Its spin multiplicity is 1. The LUMO energy is -0.0919 Ha. Its SMILES is BS(=O)(=O)C(F)(F)F.CCOC(=O)C(F)(F)F.CCOC(=O)C(F)(F)F.CCOC(=O)C(F)(F)F.CCOC(=O)C(F)(F)F.CCOC(=O)C(F)(F)F.CCOC(=O)C(F)(F)F.CCOC(=O)C(F)(F)F. As for the HOMO energy: -11.321 eV.